47
Properties=species:S:1:pos:R:3 method="wB97M-V/def2-TZVPD" max_force_ev_per_a=0.22 e_tot_ev=-132659.6641 homo_ev=-4.020 total_charge=-1 lumo_energy_ev=1.977 gap_ev=6.0 de_lowest_kcal_mol=0.0
Fe -0.52812 -1.05627 0.44975
O 4.17893 -4.57542 -0.80781
C 3.23707 -3.87672 -0.51914
C 1.79669 -4.33823 -0.35050
O 1.39595 -5.48294 -0.45388
C 1.04269 -3.12585 -0.04106
C 1.89073 -2.00674 0.00546
O 1.41644 -0.83992 0.27058
C 3.26470 -2.36946 -0.32058
O 4.24110 -1.64827 -0.42195
O -0.21923 -2.99479 0.16651
Cl -2.86621 -1.77590 0.61260
C -3.85183 -0.45449 1.24250
Cl -4.60691 0.49812 -0.05289
H -3.20233 0.19486 1.81559
H -4.64136 -0.88096 1.84869
C -1.19815 2.03698 0.07854
N -0.85188 0.90995 0.92357
C -0.74321 1.11438 2.19928
C -0.49892 0.01046 3.04507
C -0.35160 -0.16179 4.42995
C -0.14224 -1.52520 4.61843
C -0.16356 -2.11786 3.33991
N -0.38099 -1.19771 2.40522
C -0.08539 2.60380 -0.77973
C -0.34566 3.76665 -1.50313
C 0.61331 4.30949 -2.34297
C 1.85268 3.69116 -2.46878
C 2.11970 2.54276 -1.74028
C 1.15914 1.99919 -0.89204
H -1.60860 2.85087 0.69019
H -2.00418 1.72166 -0.59436
H -0.86941 2.11741 2.61222
H -0.38505 0.61087 5.18307
H 0.02040 -2.03711 5.55385
H -0.03029 -3.15537 3.07067
H -1.31471 4.24758 -1.41020
H 0.39710 5.21554 -2.89648
H 2.60530 4.10901 -3.12593
H 3.08278 2.05372 -1.82018
H 1.38935 1.10109 -0.33044
Cl 0.48424 -1.12282 -4.83046
C -0.82539 -0.27401 -4.00120
Cl -0.67122 1.47385 -4.23567
Cl -2.39809 -0.83843 -4.59573
C -0.73676 -0.55499 -2.57348
N -0.66699 -0.76816 -1.45276

47
Properties=species:S:1:pos:R:3 method="wB97M-V/def2-TZVPD" max_force_ev_per_a=0.58 e_tot_ev=-132659.4413 homo_ev=-3.971 total_charge=-1 lumo_energy_ev=1.829 gap_ev=5.8 de_lowest_kcal_mol=5.1
Fe 0.39294 -0.84176 -0.76140
O 2.77747 2.51066 3.61217
C 2.38744 1.76281 2.74749
C 2.73308 1.83808 1.26928
O 3.54425 2.58941 0.75692
C 1.89518 0.82725 0.63464
C 1.13621 0.11994 1.58555
O 0.30232 -0.78639 1.22505
C 1.42498 0.60158 2.93702
O 1.00899 0.18250 4.00150
O 1.77046 0.56199 -0.61931
Cl 0.66041 -0.71046 -3.28056
C 2.14664 -1.53559 -3.80361
Cl 3.60726 -0.87767 -3.08049
H 2.20597 -1.41187 -4.87811
H 2.05130 -2.58074 -3.53027
C -0.97129 1.96141 -0.89702
N -1.08539 0.50984 -0.93355
C -2.25185 -0.02934 -1.01158
C -2.32745 -1.45125 -1.05591
C -3.37112 -2.36927 -1.19218
C -2.76554 -3.62922 -1.22345
C -1.38699 -3.40795 -1.10443
N -1.12131 -2.10049 -1.00912
C -1.46536 2.60736 0.38395
C -1.66850 3.98495 0.40199
C -2.05675 4.63019 1.56531
C -2.24620 3.90221 2.73243
C -2.05428 2.52953 2.71968
C -1.67482 1.88136 1.55088
H -1.51192 2.39550 -1.74605
H 0.08481 2.20097 -1.02927
H -3.15456 0.58282 -1.04090
H -4.42492 -2.14278 -1.24828
H -3.25339 -4.58726 -1.31411
H -0.59521 -4.14445 -1.08391
H -1.50619 4.55912 -0.50433
H -2.20199 5.70366 1.56346
H -2.53128 4.40476 3.64814
H -2.17614 1.95195 3.62710
H -1.51642 0.81086 1.55885
Cl 5.00353 -3.36504 0.12134
C 3.46924 -4.12004 -0.32953
Cl 3.62677 -4.97219 -1.85598
Cl 2.94880 -5.22269 0.95232
C 2.46408 -3.07195 -0.47283
N 1.67675 -2.25230 -0.58890

44
Properties=species:S:1:pos:R:3 method="wB97M-V/def2-TZVPD" max_force_ev_per_a=3.26 e_tot_ev=-52159.0863 homo_ev=-7.134 lumo_energy_ev=-2.750 gap_ev=4.4
Ir 0.72545 2.67175 1.56514
F 3.86965 -0.80808 4.48154
C 3.61660 -0.12980 3.35563
C 2.49879 0.67886 3.27769
C 2.25484 1.37622 2.09500
C 3.09157 1.30534 0.95733
C 4.21194 0.46516 1.10181
F 5.09450 0.29914 0.10604
C 4.47739 -0.24405 2.27773
C 2.77333 2.08119 -0.28593
C 3.55525 2.05739 -1.44408
C 3.18650 2.81206 -2.56168
C 2.03967 3.58631 -2.51765
C 1.30592 3.57297 -1.35101
N 1.64444 2.85091 -0.25957
H 1.82207 0.77118 4.11950
H 5.35333 -0.87977 2.34336
H 4.45891 1.46602 -1.52065
H 3.79896 2.78900 -3.45895
H 1.72722 4.18216 -3.36704
H 0.39648 4.15855 -1.25256
O -6.78924 -1.37193 -0.57083
S -6.63332 -2.70871 -1.15404
O -6.94132 -2.77863 -2.58561
O -7.19972 -3.78637 -0.33743
C -4.79557 -3.03253 -1.09127
N -4.38339 -4.24998 -1.51416
C -3.06055 -4.42873 -1.46024
C -2.17077 -3.46857 -1.01515
C -2.69314 -2.25048 -0.59958
N -4.01831 -2.02126 -0.63524
C -1.87212 -1.11807 -0.09853
C -0.48481 -1.19595 0.09313
C 0.20802 -0.08655 0.56359
N -0.36629 1.09472 0.86046
C -1.70077 1.16597 0.68036
C -2.47404 0.11324 0.21525
H -2.71403 -5.40042 -1.79841
H -1.11422 -3.69063 -1.00938
H 0.07704 -2.09925 -0.10853
H 1.28223 -0.12750 0.71868
H -2.15766 2.12025 0.92575
H -3.54751 0.25636 0.09976
H 1.64670 4.00250 2.15978

39
Properties=species:S:1:pos:R:3 method="wB97M-V/def2-TZVPD" max_force_ev_per_a=3.44 e_tot_ev=-36584.4823 homo_ev=-8.206 lumo_energy_ev=-0.627 gap_ev=7.6 de_lowest_kcal_mol=6.6
F -4.70334 1.25995 -2.09222
C -3.39165 0.86823 -2.06328
C -3.11285 -0.49511 -2.04955
C -1.78528 -0.88816 -1.89923
C -0.78665 0.05687 -1.55527
C 0.48690 -0.37647 -0.92367
C 1.82124 0.06117 -1.46223
C 2.85169 -0.89867 -1.67931
C 4.16916 -0.52649 -1.93572
C 4.44444 0.83076 -2.07317
F 5.75276 1.23476 -2.09622
C 3.44992 1.79748 -2.03688
C 2.12982 1.38225 -1.82870
C -1.11419 1.41794 -1.62838
C -2.41540 1.84218 -1.89263
H -3.90251 -1.23471 -2.14926
H -1.50934 -1.94447 -1.95471
H 0.53652 -1.43868 -0.71092
H 2.61056 -1.96116 -1.61958
H 4.96970 -1.25849 -2.00225
H 3.69063 2.85286 -2.14730
H 1.34672 2.11701 -1.94199
H -0.35998 2.15313 -1.37867
H -2.65391 2.90359 -1.90717
F 0.43151 1.23117 4.77480
C 0.54090 0.90651 3.45551
F 0.39450 2.06854 2.75333
F 1.82449 0.47771 3.25871
C -0.46826 -0.13301 3.07156
C -0.43648 -0.58914 1.69778
O 0.29985 0.09005 0.85664
C -1.24291 -1.71798 1.40123
C -2.15694 -2.19966 2.32738
C -2.21218 -1.68330 3.61770
C -1.32976 -0.67445 3.99728
H -1.13793 -2.19290 0.43020
H -2.83443 -2.99052 2.02279
H -2.91817 -2.04986 4.35437
H -1.27912 -0.29894 5.00901

43
Properties=species:S:1:pos:R:3 method="wB97M-V/def2-TZVPD" max_force_ev_per_a=0.51 e_tot_ev=-106500.8176 homo_ev=-11.564 total_charge=+1 lumo_energy_ev=-4.714 gap_ev=6.9
Ir 0.05897 -0.72347 0.22540
O -4.14823 0.07730 -3.47958
C -3.13724 -0.52221 -4.10099
C -3.30679 -0.72693 -5.47565
C -2.34110 -1.36154 -6.21248
C -1.15938 -1.83840 -5.61577
C -0.97352 -1.65568 -4.27960
C -1.94179 -0.98472 -3.48201
C -1.64307 -0.82917 -2.09491
O -0.66617 -1.42595 -1.56752
N -2.58411 -0.04311 -1.32878
N -2.25791 0.77606 -0.45771
C -0.85639 1.01296 -0.24095
C -0.42408 1.68309 1.02962
C -0.76142 2.83472 1.69797
C -0.12175 3.08317 2.90956
C 0.80994 2.18407 3.40674
C 1.08404 1.02589 2.69736
N 0.47543 0.80426 1.53744
H -3.99522 0.09587 -2.51508
H -4.22355 -0.37210 -5.92515
H -2.49701 -1.50315 -7.27404
H -0.41360 -2.34363 -6.21186
H -0.07665 -2.01238 -3.79370
H -0.39106 1.43746 -1.14503
H -1.49649 3.51416 1.29071
H -0.35425 3.98062 3.46666
H 1.31332 2.36650 4.34483
H 1.77810 0.27403 3.04578
Br 0.31856 -7.82817 2.82951
C -0.35934 -6.10444 3.18187
C -1.18032 -5.90148 4.28300
C -1.68605 -4.63489 4.54334
C -1.37908 -3.57600 3.70705
C -0.55040 -3.79623 2.61046
C -0.03096 -5.05924 2.33986
C -0.19875 -2.69517 1.71267
O -0.83492 -1.55469 1.78949
O 0.69026 -2.74338 0.83327
H -1.42230 -6.73174 4.93187
H -2.32329 -4.48105 5.40316
H -1.77494 -2.58764 3.89530
H 0.61479 -5.21057 1.48657

43
Properties=species:S:1:pos:R:3 method="wB97M-V/def2-TZVPD" max_force_ev_per_a=2.83 e_tot_ev=-58671.3168 homo_ev=-3.295 total_charge=-1 lumo_energy_ev=0.312 gap_ev=3.6
N -0.58142 -2.54925 1.44341
C 0.40575 -1.97851 1.71059
C 1.61724 -1.29824 1.99127
C 1.63677 0.06660 2.05396
C 0.43236 0.78775 2.22478
N -0.55634 1.37447 2.43502
C 2.85136 0.77999 2.50848
O 2.76869 1.91444 2.96235
C 4.11605 -0.00778 2.46992
Cl 5.54906 0.86500 2.74448
C 4.11783 -1.35509 2.26196
Cl 5.55331 -2.26055 2.19837
C 2.85560 -2.10012 1.99819
O 2.82603 -3.28833 1.68661
C -1.52686 3.81221 0.80170
C -0.19084 3.63026 0.14208
O -0.15353 2.25460 -0.36315
C 1.05433 1.68037 -0.37612
C 0.97199 0.21343 -0.75499
C 2.23327 -0.48864 -1.06541
N -0.21223 -0.23786 -1.03044
C -0.63187 -1.31887 -1.61377
C -2.04170 -1.51776 -1.87601
C -2.51260 -2.51261 -2.76701
C -3.87496 -2.62206 -3.03297
C -4.78679 -1.75690 -2.40732
C -4.32841 -0.77926 -1.50951
C -2.96348 -0.65376 -1.25575
O 2.11881 2.20950 -0.09550
H -1.63042 4.84740 1.13767
H -2.34465 3.58241 0.11014
H -1.60097 3.14939 1.67375
H -0.06196 4.30153 -0.72038
H 0.63395 3.77195 0.85334
H 3.05329 0.06419 -0.59957
H 2.20280 -1.51890 -0.68493
H 2.40447 -0.53339 -2.15119
H 0.07286 -2.10439 -1.94308
H -1.78624 -3.17935 -3.23472
H -4.23396 -3.37856 -3.73378
H -5.85405 -1.85246 -2.61098
H -5.02925 -0.10911 -1.01264
H -2.57330 0.09621 -0.56882

39
Properties=species:S:1:pos:R:3 method="wB97M-V/def2-TZVPD" max_force_ev_per_a=3.63 e_tot_ev=-41116.5721 homo_ev=-8.866 smiles="C=Cc1ccc2c(c1)C(=O)c1ccc(N=C=O)c(CCCCl)c1C2=O" lumo_energy_ev=-0.897 gap_ev=8.0
C -4.15100 -4.34734 -2.12590
C -2.93341 -4.32442 -2.80465
C -1.82632 -3.40981 -2.19404
C -1.12564 -3.80287 -0.94585
C -0.09414 -2.98025 -0.29361
C 0.23007 -1.69125 -0.91921
C -0.43701 -1.27717 -2.18563
C -1.46535 -2.12941 -2.83556
C -0.02424 0.12360 -2.77738
O 0.12516 0.31162 -3.96096
C 0.20105 1.22870 -1.67229
C -0.27137 2.59302 -1.94569
C -0.07658 3.57416 -0.84970
C 0.56813 3.16376 0.43115
N 0.66237 4.21464 1.46021
C -0.45334 4.25961 2.01860
O -1.40486 4.15245 2.67104
C 1.05650 1.80788 0.71247
C 1.70460 1.25586 2.01234
C 2.23178 2.27992 3.07892
C 2.62350 1.43783 4.37873
Cl 4.15642 0.50227 4.10967
C 0.85791 0.82186 -0.39953
C 1.28043 -0.67234 -0.32771
O 2.33246 -1.10594 0.08719
H -4.63814 -5.27282 -1.72207
H -4.65196 -3.36094 -1.93409
H -2.78096 -4.92794 -3.73374
H -1.42550 -4.79345 -0.51535
H 0.44284 -3.28124 0.63552
H -1.94037 -1.74556 -3.76811
H -0.78437 2.91184 -2.88205
H -0.42764 4.62595 -1.00806
H 2.59209 0.62452 1.69825
H 0.99387 0.52547 2.50472
H 3.05313 2.96081 2.74072
H 1.34369 2.90041 3.41302
H 1.78255 0.71086 4.59078
H 2.67366 2.13570 5.25787

42
Properties=species:S:1:pos:R:3 method="wB97M-V/def2-TZVPD" max_force_ev_per_a=1.91 e_tot_ev=-56257.2396 homo_ev=-7.190 lumo_energy_ev=-2.746 gap_ev=4.4 de_lowest_kcal_mol=7.3
F -3.92469 1.53785 3.22533
C -2.57294 1.27568 3.25972
C -1.75772 2.15009 3.97199
C -0.37847 1.88341 3.96677
C 0.12893 0.79761 3.27811
C -0.70942 -0.11543 2.56017
C -0.06764 -1.19779 1.91222
C -0.58308 -2.31145 1.20511
C 0.37030 -3.25670 0.70593
C -0.01253 -4.38185 -0.00162
C -1.36855 -4.60685 -0.29456
C -2.32428 -3.69547 0.17179
C -1.95235 -2.59081 0.93454
C -2.10704 0.16844 2.56317
H -2.18092 3.00387 4.49853
H 0.30076 2.54511 4.50786
H 1.20241 0.60664 3.26141
H 1.01867 -1.18505 2.00095
H 1.42225 -3.05867 0.90818
H 0.74580 -5.09110 -0.33818
H -1.67293 -5.48132 -0.87536
H -3.38289 -3.85097 -0.05240
H -2.72661 -1.94123 1.32097
H -2.81513 -0.44756 2.02500
F -1.54666 0.45152 -0.86382
C -0.21972 0.52162 -0.86053
S 0.43272 2.13879 -0.59483
O -0.62966 3.11180 -0.72980
O 1.32620 2.14219 0.54472
C 1.43934 2.19132 -2.08213
C 1.50187 1.01967 -2.81517
C 2.23913 0.95659 -3.99470
C 2.93484 2.08965 -4.41734
C 2.87408 3.27452 -3.67327
C 2.11641 3.33287 -2.50335
S 0.56542 -0.36937 -2.16516
O 1.50700 -1.32975 -1.62579
O -0.42489 -0.74849 -3.14888
H 2.25463 0.02242 -4.55300
H 3.52393 2.03957 -5.32950
H 3.41525 4.15956 -3.99779
H 2.03820 4.23906 -1.90533